# 1
{"formula": "BH3S", "method": "ωB97M-V/def2-TZVPD", "symbols": ["B", "S", "H", "H", "H"], "positions_angstrom": [[0.240, 0.341, -0.238], [-0.317, -0.799, 0.755], [-0.371, 1.007, -0.961], [2.109, 0.319, -0.056], [-1.661, -0.868, 0.500]], "de_lowest_kj_mol": 224.10, "gap_ev": 10.4, "homo_ev": -9.9, "largest_force_ha_per_bohr": 0.1156}


# 2
{"formula": "BH4NO2", "method": "ωB97M-V/def2-TZVPD", "symbols": ["N", "B", "O", "H", "H", "O", "H", "H"], "positions_angstrom": [[0.721, 0.250, -1.139], [1.357, 0.497, 0.051], [2.202, 0.635, 0.881], [0.930, 0.900, -1.921], [-0.175, -0.271, -1.132], [-1.800, -0.551, 0.726], [-1.019, -0.259, 1.256], [-2.216, -1.201, 1.277]], "de_lowest_kj_mol": 181.12, "gap_ev": 10.8, "homo_ev": -10.7, "smiles": "NB=O.O", "largest_force_ha_per_bohr": 0.0455}


# 3
{"formula": "BH6O7PS", "method": "ωB97M-V/def2-TZVPD", "symbols": ["O", "B", "O", "O", "P", "H", "H", "H", "H", "H", "H", "O", "S", "O", "O", "O"], "positions_angstrom": [[1.922, -0.049, 0.425], [1.560, 1.247, 0.620], [2.301, 2.308, 0.051], [0.485, 1.541, 1.390], [-0.998, 1.001, 0.516], [1.587, -0.489, -0.385], [2.393, 2.964, 0.751], [-1.743, 1.914, 1.283], [-0.385, 1.341, -0.699], [-0.847, -0.297, 1.025], [-2.175, 0.602, -0.215], [-0.106, -1.177, -1.374], [-0.825, -2.432, -0.955], [-0.674, -2.575, 0.524], [-0.228, -3.597, -1.657], [-2.267, -2.301, -1.300]], "gap_ev": 5.2, "homo_ev": 0.0, "charge": -2, "largest_force_ha_per_bohr": 0.0324}